Formula: C35H65N8O2
Source: the Open Molecules 2025 dataset
Level of theory: ωB97M-V with the def2-TZVPD basis set

XYZ file:
```
110
Properties=species:S:1:pos:R:3:forces:R:3
C 4.1222 2.3718 1.9213 0.4385 0.2839 0.1274
C 3.5160 3.7379 2.2430 -0.1873 -0.3398 0.0697
C 2.0058 3.8341 2.0105 0.8673 0.3284 0.6293
O 1.6775 3.1725 0.7820 -0.1952 0.1711 -0.1677
N 0.3887 2.6073 0.7720 0.2158 0.1435 0.0577
C 0.3713 1.3066 1.5188 -0.0476 -0.6955 0.2498
C -0.8802 1.0026 2.3773 -0.1516 -0.1801 -0.0509
O -1.9286 1.9454 2.2737 0.2394 0.0680 0.2097
C -1.3791 3.2407 2.4167 0.0014 -0.1033 -0.4060
C -0.7273 3.5495 1.0851 -0.6104 0.1668 0.0206
H 5.2060 2.4791 1.8760 0.0258 -0.0414 0.0212
H 3.9320 1.6550 2.7198 -0.2294 -0.1303 -0.1064
H 3.8112 1.9756 0.9593 -0.1296 -0.0947 -0.0161
H 3.6379 3.9085 3.3126 0.0629 0.2501 -0.0058
H 4.0449 4.5371 1.7287 -0.0474 0.0010 -0.2031
H 1.5146 3.3906 2.8756 -0.2217 -0.2342 -0.1771
H 1.7422 4.8914 1.9604 -0.3202 -0.0399 -0.0879
H 0.2824 2.3585 -0.2191 -0.1884 -0.2671 -0.2003
H 0.4747 0.5281 0.7685 -0.0107 0.0986 -0.1024
H 1.2593 1.2375 2.1406 0.0980 0.4241 -0.0562
H -0.5815 0.9005 3.4247 0.0739 0.1081 0.0410
H -1.2558 0.0403 2.0486 -0.1666 0.0465 0.0868
H -0.6763 3.2680 3.2535 -0.0332 0.1638 0.1367
H -2.1821 3.9586 2.5679 -0.0478 -0.0604 0.1537
H -1.4956 3.3333 0.3420 0.0654 0.0005 -0.1277
H -0.4316 4.5851 0.9472 0.4571 -0.0648 0.0570
C -4.6197 -1.6912 2.5529 0.0044 -0.0028 -0.0423
C -4.4621 -2.3549 1.1893 -0.0824 0.1333 0.1442
C -3.3019 -3.3565 1.1386 -0.1021 0.1666 -0.0457
C -2.0277 -2.6959 1.4199 0.0448 -0.1037 0.0101
N -1.0389 -2.1539 1.6415 0.0470 0.0028 -0.1192
H -3.7378 -1.1038 2.8170 0.0171 -0.0248 0.0053
H -5.4740 -1.0154 2.5527 -0.0119 -0.0082 0.0113
H -4.7796 -2.4349 3.3354 0.0029 0.0023 0.0100
H -4.3118 -1.5882 0.4261 0.0103 -0.0484 -0.0501
H -5.3785 -2.8863 0.9329 0.0441 -0.0604 -0.0576
H -3.2430 -3.8204 0.1543 0.0101 -0.0822 0.0244
H -3.4485 -4.1532 1.8692 0.0283 -0.0342 -0.0027
C -1.9853 -8.1402 1.7991 0.0007 -0.0073 -0.0425
C -1.3948 -8.2780 0.4001 -0.0262 -0.0621 0.2211
C -1.4687 -6.9801 -0.4089 -0.1149 -0.1395 0.0396
C -2.8558 -6.5479 -0.5938 -0.1453 0.1605 -0.0874
N -3.9461 -6.2082 -0.7357 0.2242 -0.0014 0.0545
H -3.0484 -7.8959 1.7615 0.0037 0.0267 -0.0130
H -1.8838 -9.0739 2.3511 0.0115 0.0070 0.0172
H -1.4748 -7.3582 2.3662 -0.0001 -0.0014 0.0088
H -1.9146 -9.0690 -0.1418 0.0338 0.0121 -0.0641
H -0.3486 -8.5758 0.4687 0.0196 0.0242 -0.0996
H -1.0194 -7.1265 -1.3898 0.0137 0.0290 0.0161
H -0.9231 -6.1814 0.0992 -0.0164 0.0300 0.0061
C -2.1317 -2.0903 -2.4491 0.0038 -0.0193 -0.0490
C -0.8925 -1.8321 -3.2994 -0.2418 -0.0266 0.1091
C 0.2662 -1.2248 -2.4973 -0.2398 -0.1512 -0.2395
C -0.1003 0.0667 -1.9235 0.1054 -0.0789 -0.0159
N -0.3886 1.0822 -1.4700 0.1031 0.1360 -0.0197
H -2.5362 -1.1623 -2.0396 0.0220 0.0068 0.0270
H -2.9164 -2.5546 -3.0447 -0.0139 -0.0202 0.0108
H -1.9010 -2.7592 -1.6170 0.0132 0.0070 0.0004
H -1.1461 -1.1706 -4.1293 0.0526 0.0071 -0.0221
H -0.5463 -2.7701 -3.7343 0.0921 0.0289 0.0019
H 1.1454 -1.0672 -3.1233 -0.0556 -0.0008 0.1250
H 0.5531 -1.8856 -1.6768 0.0150 0.0317 0.0616
C -1.3394 3.0885 6.9953 -0.0054 -0.0451 -0.0388
C -0.5967 1.7688 6.8199 -0.1352 0.1249 0.0102
C 0.9168 1.8993 7.0334 -0.1498 -0.0220 -0.1031
C 1.5102 2.8327 6.0740 0.1532 0.0292 0.1102
N 1.9756 3.5752 5.3310 -0.1420 -0.1013 -0.1411
H -1.0166 3.8300 6.2620 0.0403 0.0128 0.0234
H -2.4115 2.9435 6.8677 -0.0038 0.0002 0.0202
H -1.1730 3.5035 7.9901 0.0000 0.0154 0.0026
H -0.7884 1.3706 5.8203 0.0320 -0.0533 0.0167
H -0.9804 1.0364 7.5304 0.0640 -0.0438 -0.0029
H 1.4088 0.9336 6.9154 0.0473 0.0040 0.0257
H 1.1332 2.2630 8.0386 0.0252 0.0183 0.0097
C -0.8704 6.1408 -2.3804 0.0407 -0.0548 0.0238
C 0.5795 6.3677 -1.9649 -0.1860 -0.1434 0.0063
C 0.8967 7.8384 -1.6741 0.0138 -0.1082 -0.0889
C 0.6738 8.6645 -2.8615 0.0348 0.0709 0.0249
N 0.4964 9.2848 -3.8103 -0.0137 -0.0195 -0.0110
H -1.1041 6.6676 -3.3053 -0.0022 0.0405 0.0151
H -1.0622 5.0800 -2.5507 -0.0121 -0.0014 0.0017
H -1.5606 6.4891 -1.6090 -0.0124 0.0187 -0.0119
H 1.2418 6.0035 -2.7525 0.0555 0.0328 0.0225
H 0.7962 5.7794 -1.0675 0.1018 0.0621 0.0162
H 1.9362 7.9558 -1.3667 0.0021 0.0361 0.0269
H 0.2656 8.2159 -0.8680 -0.0039 0.0194 0.0110
C 4.7711 3.4364 -3.8156 -0.0280 0.0061 -0.0061
C 3.2626 3.6519 -3.7908 0.1992 0.0176 -0.0591
C 2.5678 2.8574 -2.6772 0.0430 0.1129 -0.2283
C 2.7564 1.4163 -2.8521 -0.0870 -0.0027 0.1760
N 2.8740 0.2819 -2.9867 0.2025 0.1525 -0.0389
H 5.0208 2.3938 -4.0160 -0.0088 -0.0159 0.0274
H 5.2295 4.0399 -4.5975 0.0093 0.0106 0.0096
H 5.2250 3.7182 -2.8635 0.0085 -0.0036 -0.0004
H 2.8366 3.3703 -4.7550 -0.0635 0.0096 0.0178
H 3.0487 4.7118 -3.6441 -0.0694 -0.0215 0.0298
H 1.4929 3.0511 -2.6847 -0.0211 -0.0220 0.0413
H 2.9567 3.1489 -1.6994 0.0082 -0.0597 0.0275
C 0.7349 -5.3809 -4.7140 0.0149 0.0031 -0.0071
C 1.3208 -6.5994 -5.4187 -0.0072 0.1594 0.0381
C 0.4979 -7.8727 -5.1903 0.1408 0.0808 0.0268
C 0.4332 -8.2156 -3.7686 -0.0850 -0.0922 -0.0160
N 0.3822 -8.4677 -2.6496 0.0543 0.0276 -0.0450
H 0.7231 -5.5170 -3.6308 -0.0217 -0.0326 0.0036
H 1.3307 -4.4933 -4.9285 -0.0042 0.0062 -0.0156
H -0.2882 -5.1906 -5.0461 -0.0057 -0.0009 0.0044
H 2.3435 -6.7630 -5.0762 0.0045 -0.0477 -0.0188
H 1.3703 -6.4107 -6.4917 -0.0076 -0.0692 -0.0166
H 0.9366 -8.7164 -5.7227 -0.0273 -0.0280 -0.0099
H -0.5216 -7.7413 -5.5556 -0.0245 -0.0242 0.0033
```
Forces are in eV/Å.

HOMO = -0.478 Ha
electronic energy = -53356.4863 eV
net charge = +1